*a*
Formula: CH3N3O
Source: the Open Molecules 2025 dataset
Level of theory: ωB97M-V/def2-TZVPD

XYZ file:
```
8
CH3N3O, DFT ωB97M-V/def2-TZVPD
O 0.863 1.131 0.599
N 0.476 1.179 -0.632
N 0.288 0.331 1.445
N -0.356 0.322 -1.194
C -0.643 -0.872 -0.853
H 0.816 0.535 2.281
H -1.270 -1.259 -1.630
H -0.173 -1.367 -0.016
```

The value obtained for the HOMO energy (spin up / spin down) is -9.651 / -9.140 eV. The calculation puts the gap between HOMO and LUMO (spin up / spin down) at 8.799 / 8.614 eV. As for the LUMO energy (spin up / spin down): -0.85 / -0.53 eV.

*b*
Formula: CH3N3O
Source: the Open Molecules 2025 dataset
Level of theory: ωB97M-V/def2-TZVPD

XYZ file:
```
8
CH3N3O, DFT ωB97M-V/def2-TZVPD
O -0.518 -2.240 0.021
N 1.433 0.028 0.009
N 2.524 -0.476 -0.029
N -1.279 -0.063 -0.010
C -0.496 -1.061 0.007
H 3.355 0.207 -0.130
H -2.197 -0.322 -0.171
H -1.007 0.934 0.137
```

The value obtained for the HOMO energy (spin up / spin down) is -7.052 / -6.949 eV. The calculation puts the gap between HOMO and LUMO (spin up / spin down) at 7.512 / 7.416 eV. As for the LUMO energy (spin up / spin down): 0.46 / 0.47 eV.

Which one sits at the top of the stability order? *b* does.

*a*
Formula: H3N3O2
Source: the Open Molecules 2025 dataset
Level of theory: ωB97M-V/def2-TZVPD

XYZ file:
```
8
H3N3O2, DFT ωB97M-V/def2-TZVPD
O -1.897 -1.281 0.035
O -2.912 0.632 -0.036
N -0.735 0.561 -0.037
N 0.563 -0.172 -0.255
N -1.915 -0.077 -0.022
H -0.750 1.629 0.090
H 0.775 -0.473 0.764
H 0.474 -1.008 -0.876
```

Its SMILES is NN[N+](=O)[O-]. The value obtained for the HOMO energy is -10.657 eV. The calculation puts the gap between HOMO and LUMO at 11.493 eV. As for the LUMO energy: 0.84 eV.

*b*
Formula: H3N3O2
Source: the Open Molecules 2025 dataset
Level of theory: ωB97M-V/def2-TZVPD

XYZ file:
```
8
H3N3O2, DFT ωB97M-V/def2-TZVPD
O 2.010 0.767 -0.152
O 1.077 -1.193 -0.150
N 1.063 0.016 -0.094
N -0.135 0.620 0.005
N -1.252 -0.239 -0.006
H -1.621 -0.422 -0.888
H -0.034 1.494 0.697
H -1.109 -1.043 0.589
```

Its SMILES is NN[N+](=O)[O-]. The value obtained for the HOMO energy is -10.495 eV. The calculation puts the gap between HOMO and LUMO at 11.067 eV. As for the LUMO energy: 0.57 eV.

Which one sits at the top of the stability order? *b* does.

*a*
Formula: C2H4O2S
Source: the Open Molecules 2025 dataset
Level of theory: ωB97M-V/def2-TZVPD

XYZ file:
```
9
C2H4O2S, DFT ωB97M-V/def2-TZVPD
S -0.664 0.608 -1.214
O -1.384 0.497 0.308
O -1.280 -0.438 -1.951
C -0.166 -0.031 0.926
C 0.830 -0.009 -0.264
H 1.764 0.649 -0.030
H 0.978 -1.048 -0.739
H -0.416 -1.002 1.357
H 0.338 0.774 1.608
```

The value obtained for the HOMO energy is -9.449 eV. The calculation puts the gap between HOMO and LUMO at 10.175 eV. As for the LUMO energy: 0.73 eV.

*b*
Formula: C2H4O2S
Source: the Open Molecules 2025 dataset
Level of theory: ωB97M-V/def2-TZVPD

XYZ file:
```
9
C2H4O2S, DFT ωB97M-V/def2-TZVPD
S -2.098 -0.667 0.295
O 0.544 0.158 0.054
O -1.141 1.729 -0.078
C 1.665 -0.652 0.144
C -0.778 0.429 -0.069
H -2.006 -1.632 -0.623
H -0.465 2.323 -0.472
H 1.776 -1.682 0.523
H 2.502 -0.004 0.225
```

The value obtained for the HOMO energy (spin up / spin down) is -7.802 / -6.967 eV. The calculation puts the gap between HOMO and LUMO (spin up / spin down) at 8.377 / 7.520 eV. As for the LUMO energy (spin up / spin down): 0.58 / 0.55 eV.

*c*
Formula: C2H4O2S
Source: the Open Molecules 2025 dataset
Level of theory: ωB97M-V/def2-TZVPD

XYZ file:
```
9
C2H4O2S, DFT ωB97M-V/def2-TZVPD
S -1.347 1.833 -1.962
O 0.366 -0.093 -1.912
O 0.938 -1.270 -1.305
C -0.515 0.806 -1.097
C -0.462 0.720 0.432
H 1.849 -1.262 -1.418
H -0.400 1.845 0.817
H 0.404 0.264 0.751
H -1.285 0.260 0.929
```

Its SMILES is CC(=S)OO. The value obtained for the HOMO energy is -9.293 eV. The calculation puts the gap between HOMO and LUMO at 9.333 eV. As for the LUMO energy: 0.04 eV.

Which one sits at the top of the stability order? *a* does.